No. 1
This record from the Open Molecules 2025 dataset describes a cluster of 2 separate species, C10H23N2O in total. The level of theory is ωB97M-V/def2-TZVPD.

Calculated values
- net charge = +1
- E_tot (eV) = -15760.985
- E_HOMO (eV) = -12.6
- F_max (eV/Å) = 6.175

Cartesian coordinates (Å):
C -2.07298 2.04715 -0.63725
C -0.76821 1.95687 -1.29137
C 3.88925 1.25650 -0.90651
C 0.37427 -2.84562 1.89482
C -1.23512 -0.31166 2.35927
C 2.41692 1.22645 -0.38454
C -0.95802 -2.57154 1.14437
C 1.67766 2.22811 -1.25633
C -2.43551 -1.42539 -1.03906
C -1.43645 -1.14479 1.12713
N 0.34529 2.44103 -0.79196
N -2.02291 -0.61280 0.12802
O -1.32195 -1.71144 -1.79027
H -2.28927 2.83685 -0.06127
H -2.77586 1.87314 -1.52444
H 4.43178 2.21559 -0.81275
H 4.54762 0.42858 -0.48091
H 3.85656 0.96931 -1.88076
H 1.06421 -3.52453 1.27572
H 0.21062 -3.33879 2.89670
H 0.98480 -1.87138 2.11474
H -0.25426 0.37626 2.25570
H -1.11750 -0.84392 3.28053
H -2.00323 0.37800 2.46556
H 2.30379 1.57398 0.58671
H 2.03061 0.10402 -0.32383
H -1.82764 -3.11413 1.44422
H -0.63453 -2.94909 0.11113
H 2.41796 3.02362 -1.40885
H 1.75413 1.82128 -2.19485
H -0.44077 1.25659 -2.08338
H -3.06679 -0.75523 -1.51415
H -2.90847 -2.48681 -0.76278
H 0.28495 3.08240 -0.00092
H -1.93523 1.01296 -0.02776
H -1.08573 -2.60154 -1.91068

No. 2
This record from the Open Molecules 2025 dataset describes a structure of composition C38H67HfIN2SSb2Si3. The level of theory is ωB97M-V/def2-TZVPD.

Calculated values
- net charge = 0
- E_tot (eV) = -100421.157
- E_HOMO (eV) = -7.1
- F_max (eV/Å) = 3.748

Cartesian coordinates (Å):
Hf -1.24763 0.51892 -0.97772
C -0.73625 2.66866 2.26108
Si -1.94658 2.45717 0.81599
C -1.84892 4.21195 -0.00932
C -3.65760 2.34378 1.62779
C -4.11008 3.28880 2.55200
C -5.37061 3.27347 3.12512
C -6.21092 2.21458 2.77862
C -5.74348 1.26826 1.88320
C -4.47870 1.24143 1.32293
Si -3.80403 0.06738 -0.11096
C -4.50176 -1.63688 0.42709
C -5.05808 0.36669 -1.53366
H -1.02768 3.49727 2.85929
H 0.31109 2.80474 1.96436
H -0.86545 1.74076 2.77920
H -1.83301 5.03140 0.69233
H -2.61429 4.38249 -0.81944
H -0.84618 4.25339 -0.44656
H -3.42586 4.04711 2.86958
H -5.66799 3.95185 3.90480
H -7.20520 2.15004 3.22878
H -6.38183 0.38575 1.66199
H -3.76496 -2.40379 0.10901
H -5.45839 -1.84814 -0.06689
H -4.55698 -1.77691 1.51631
H -6.05348 0.55788 -1.06639
H -5.34549 -0.55802 -2.14240
H -4.70779 1.19295 -2.12348
C 5.21155 1.60511 2.52368
Sb 3.10676 1.78419 3.02021
C 3.08032 3.31646 4.58435
C 3.01442 0.10989 4.43745
C 3.07517 -1.16927 3.73855
C 4.29543 -1.85347 3.69161
C 4.45015 -3.07506 3.07213
C 3.31031 -3.77815 2.59845
C 2.11229 -3.16357 2.88020
C 1.92518 -1.89103 3.32781
C 0.58778 -1.19260 3.49130
Sb -0.89252 -1.26200 1.87505
C -2.45627 -0.80115 3.26121
C -1.31824 -3.32642 1.71237
H 5.53820 0.59148 2.55930
H 5.85431 2.26060 3.15948
H 5.31567 1.95759 1.52856
H 3.16989 2.97826 5.57548
H 2.09282 3.89245 4.34891
H 3.93646 3.96752 4.45686
H 2.09912 0.30922 5.00145
H 3.88151 0.39085 5.07576
H 5.11327 -1.29113 4.11322
H 5.40114 -3.56479 2.91398
H 3.44828 -4.72733 2.18182
H 1.21695 -3.63211 2.43611
H 0.62771 -0.18732 3.75834
H -0.02823 -1.61584 4.28003
H -2.65868 -1.56057 3.99628
H -3.33083 -0.53324 2.71609
H -2.13789 0.14680 3.80785
H -1.55100 -3.64266 2.75352
H -0.57706 -3.95994 1.29534
H -2.29325 -3.38285 1.11097
I -1.93319 2.40882 -2.90851
C 3.81398 -1.92246 -1.54798
C 2.42776 -1.59265 -0.91815
C 1.59482 -2.85423 -0.65599
C 2.67792 -1.08032 0.45380
Si 1.36644 -0.25033 -1.91631
C 2.31474 1.48987 -1.69257
C 3.83896 1.47454 -1.54957
C 2.05452 2.49240 -2.76512
C 1.60295 2.00882 -0.45152
C 1.39784 -0.82179 -3.78764
C 0.99434 -2.26705 -3.99517
C 2.77266 -0.58599 -4.53387
C 0.36114 0.02887 -4.55760
H 4.35893 -2.73321 -1.01944
H 4.32012 -0.97715 -1.52653
H 3.66483 -2.12551 -2.61538
H 2.01199 -3.61063 -0.01324
H 1.55756 -3.48046 -1.53234
H 0.52397 -2.59213 -0.43549
H 3.03169 -1.93086 1.00503
H 1.72333 -0.80494 0.92882
H 3.45267 -0.35171 0.55573
H 4.21485 1.04638 -2.43012
H 4.29569 0.95057 -0.75134
H 4.22925 2.51671 -1.58857
H 2.40598 2.21187 -3.85180
H 2.46679 3.48206 -2.61163
H 0.96797 2.60191 -2.91284
H 1.68788 1.32837 0.38558
H 0.49338 2.13806 -0.64291
H 2.11866 2.90630 -0.09764
H 1.80751 -2.97069 -3.71982
H 0.68678 -2.43374 -5.05675
H 0.12749 -2.61797 -3.38689
H 3.67985 -0.95617 -3.99415
H 3.09138 0.41986 -4.59277
H 2.72836 -1.01926 -5.56535
H -0.61256 -0.10024 -4.04375
H 0.27412 -0.28764 -5.60305
H 0.61620 1.07741 -4.54466
S -1.89973 -1.78533 -2.15815
C -2.91751 -1.62883 -3.54712
N -3.08357 -0.41157 -4.13826
C -4.05267 -0.16915 -4.97239
C -4.78935 -1.22757 -5.48261
C -4.42061 -2.46767 -4.97515
N -3.53919 -2.68606 -4.05316
H -2.48949 0.33589 -3.74517
H -4.22113 0.87340 -5.12148
H -5.46821 -1.04988 -6.26902
H -4.79074 -3.39187 -5.41636

No. 3
This record from the Open Molecules 2025 dataset describes a structure of composition C24H35N3O4S. The level of theory is ωB97M-V/def2-TZVPD.

Calculated values
- net charge = 0
- E_tot (eV) = -48947.252
- E_HOMO (eV) = -8.8
- F_max (eV/Å) = 0.944

Cartesian coordinates (Å):
C -2.34030 -2.37083 1.70333
C -2.02304 -1.21760 1.77382
C -1.71493 0.10132 2.21793
C -0.31967 0.46388 2.38374
C 0.69029 -0.58895 2.01488
C 0.74110 -0.74551 0.50926
N 1.28536 -1.70185 -0.11450
C 0.03229 1.69198 2.83872
C 1.47784 2.11009 3.05543
O 2.28233 2.02787 1.89955
C 1.81375 2.84000 0.83464
C -0.99680 2.62805 3.14011
N -0.83012 3.87461 3.57099
S -2.30506 4.51114 3.71237
N -3.19721 3.27255 3.24523
C -2.36449 2.27573 2.95320
C -2.71806 0.98827 2.48500
C -4.16687 0.66295 2.26237
C -4.49882 0.81181 0.76473
C -5.98568 0.82446 0.42196
O -6.54036 -0.41406 0.02824
C -6.31894 -1.45098 0.95277
H -2.64553 -3.37068 1.52852
H 0.44284 -1.54283 2.47083
H 1.67868 -0.26918 2.32573
H 0.24780 0.02077 -0.08358
H 1.69165 -2.35122 0.56506
H 1.89578 1.44135 3.80422
H 1.50817 3.11723 3.46681
H 1.21386 2.26067 0.13730
H 2.67659 3.21289 0.29037
H 1.25365 3.70025 1.19616
H -4.79234 1.33187 2.84370
H -4.34885 -0.36158 2.56951
H -4.11137 1.78923 0.47341
H -3.95016 0.08475 0.17301
H -6.57461 1.26558 1.23168
H -6.11900 1.47504 -0.43832
H -6.98181 -2.27404 0.71164
H -5.29133 -1.81772 0.92526
H -6.54173 -1.11781 1.97000
C 5.05424 -2.24379 -0.62125
C 6.56392 -2.34168 -0.82655
C 6.73594 -1.65428 -2.17485
O 5.70609 -0.66820 -2.25932
C 4.75232 -0.87518 -1.21279
H 4.74561 -2.32988 0.41973
H 4.54530 -3.02247 -1.19393
H 7.08488 -1.78009 -0.04776
H 6.94381 -3.36233 -0.82191
H 6.60897 -2.36372 -3.00016
H 7.70632 -1.16835 -2.28370
H 4.87857 -0.08367 -0.46557
H 3.74572 -0.80619 -1.62174
C 0.89504 -0.93047 -4.52115
C -0.51679 -0.48836 -4.89825
C -1.08900 -0.10240 -3.54120
O 0.01007 0.37456 -2.76269
C 1.24144 0.05405 -3.41485
H 1.60239 -0.89950 -5.34833
H 0.87516 -1.94819 -4.12532
H -0.47488 0.38471 -5.55358
H -1.10085 -1.26037 -5.39694
H -1.52483 -0.97016 -3.03376
H -1.84790 0.67880 -3.60473
H 1.67063 0.97609 -3.82276
H 1.93296 -0.35844 -2.68171